{
  "formula": "C21H15FN3Pt",
  "method": "ωB97M-V with the def2-TZVPD basis set",
  "species": ["Pt", "C", "C", "C", "C", "N", "C", "C", "C", "C", "C", "C", "N", "C", "C", "C", "C", "C", "N", "H", "H", "H", "H", "H", "H", "H", "H", "H", "H", "H", "F", "C", "C", "C", "C", "C", "C", "H", "H", "H", "H"],
  "positions_angstrom": [[-0.437, 0.539, 0.092], [2.671, 0.185, -3.030], [3.390, 1.357, -2.865], [3.140, 2.153, -1.759], [2.177, 1.759, -0.848], [1.462, 0.631, -1.028], [1.707, -0.136, -2.091], [1.873, 2.496, 0.400], [2.652, 3.515, 0.922], [2.295, 4.060, 2.145], [1.205, 3.557, 2.833], [0.469, 2.529, 2.261], [0.797, 2.058, 1.058], [-0.658, 1.831, 2.925], [-1.195, 2.247, 4.133], [-2.194, 1.492, 4.724], [-2.624, 0.339, 4.092], [-2.055, 0.002, 2.875], [-1.100, 0.728, 2.303], [2.844, -0.470, -3.872], [4.139, 1.649, -3.589], [3.686, 3.075, -1.616], [1.104, -1.029, -2.183], [3.533, 3.863, 0.403], [2.885, 4.858, 2.575], [0.948, 3.946, 3.807], [-0.842, 3.150, 4.609], [-2.627, 1.802, 5.666], [-3.393, -0.288, 4.518], [-2.385, -0.871, 2.331], [-6.140, -0.699, -1.722], [-4.906, -0.415, -1.282], [-4.444, 0.885, -1.386], [-3.170, 1.177, -0.924], [-2.365, 0.182, -0.360], [-2.878, -1.115, -0.254], [-4.145, -1.426, -0.731], [-5.079, 1.645, -1.822], [-2.806, 2.193, -1.001], [-2.281, -1.912, 0.176], [-4.545, -2.430, -0.677]],
  "relative_energy_kj_mol": 6.0,
  "multiplicity": 3,
  "charge": 1,
  "homo_lumo_gap_ev": [6.96, 6.98],
  "e_tot_ha": -1192.446255,
  "s_squared": 2.008
}